(1)
Here is one molecule with the formula C4H2Cl2N2O4S in a non-equilibrium geometry from the OMol25 dataset. Energies are from ωB97M-V/def2-TZVPD.

As for the SMILES: O=[N+]([O-])C1=C(Cl)[C@](Cl)([N+](=O)[O-])SC1. Its total energy is -1882.42160 Ha. The value obtained for the largest force on an atom is 3.60 eV/Å. For the HOMO-LUMO gap, the calculation gives 8.695 eV.

```
! wB97M-V def2-TZVPD RIJCOSX def2/J DEFGRID3
* xyz 0 1
O 0.629 -3.012 0.327
N 1.285 -1.989 0.118
O 2.539 -2.091 -0.052
C 0.624 -0.633 0.130
C -0.673 -0.492 0.476
Cl -1.877 -1.618 0.729
C -1.045 0.981 0.405
Cl -2.278 1.264 1.588
N -1.642 1.253 -0.969
O -0.818 1.273 -1.820
O -2.803 1.389 -1.090
S 0.477 1.932 0.573
C 1.491 0.628 0.003
H 2.417 0.305 0.676
H 1.675 0.811 -1.092
*
```

=====

(2)
Here is one molecule with the formula C4H2Cl2N2O6S in a non-equilibrium geometry from the OMol25 dataset. Energies are from ωB97M-V/def2-TZVPD.

As for the SMILES: O=[N+]([O-])[C@@H]1C=C(Cl)[C@@](Cl)([N+](=O)[O-])S1(=O)=O. Its total energy is -2032.87107 Ha. The value obtained for the largest force on an atom is 3.93 eV/Å. For the HOMO-LUMO gap, the calculation gives 9.733 eV.

```
! wB97M-V def2-TZVPD RIJCOSX def2/J DEFGRID3
* xyz 0 1
O -1.352 -2.300 -1.250
N -1.371 -1.155 -0.925
O -2.162 -0.317 -1.302
C -0.296 -0.665 -0.052
C 0.244 0.654 -0.545
C 1.586 0.770 -0.579
Cl 2.373 2.183 -1.200
C 2.460 -0.352 -0.107
Cl 3.904 -0.666 -0.962
N 2.645 -0.256 1.376
O 1.577 -0.224 1.978
O 3.779 -0.195 1.762
S 1.229 -1.826 -0.397
O 1.369 -2.860 0.592
O 1.320 -1.878 -1.793
H -0.523 -0.532 1.103
H -0.560 1.385 -0.657
*
```

=====

no.,E_LUMO (hartree)
1,-0.0558
2,-0.0410